# 1
118
Properties=species:S:1:pos:R:3 method="wB97M-V/def2-TZVPD" multiplicity=1 e_tot_ev=-66485.0653 homo_ev=-9.0 homo_lumo_gap_ev=9.0 smiles=COCCNCCOC.CC(C)O.CC(C)O.OCCO.OCCO.OCCO.OCCO.OCCO.OCCO.OCCO relative_energy_ev=0.0721
C -1.595 -0.319 6.131
C -2.982 -0.376 6.716
O -3.550 0.939 6.737
O -1.627 -0.084 4.726
H -0.972 -1.199 6.331
H -1.071 0.536 6.558
H -2.987 -0.718 7.753
H -3.639 -1.072 6.178
H -3.170 1.399 5.979
H -2.057 -0.785 4.224
C 2.834 4.047 1.435
C 1.434 4.625 1.259
O 1.366 5.670 0.322
O 3.167 3.259 0.288
H 2.776 3.405 2.324
H 3.631 4.786 1.464
H 1.125 5.046 2.218
H 0.805 3.771 0.975
H 1.807 5.419 -0.496
H 2.633 2.449 0.313
C 2.714 -4.503 0.642
C 3.284 -3.646 1.761
O 4.438 -4.220 2.377
O 1.977 -5.599 1.229
H 3.422 -4.852 -0.106
H 1.940 -3.894 0.168
H 2.542 -3.511 2.559
H 3.448 -2.637 1.380
H 4.188 -4.965 2.931
H 2.275 -5.774 2.124
C 4.653 -0.483 -2.286
C 4.304 -1.339 -1.075
O 2.919 -1.358 -0.783
O 3.930 -0.846 -3.467
H 5.737 -0.546 -2.434
H 4.435 0.551 -2.005
H 4.846 -0.958 -0.208
H 4.637 -2.377 -1.256
H 2.397 -1.569 -1.587
H 4.273 -1.719 -3.688
C -1.373 -3.653 1.791
C -1.099 -5.122 1.891
O -2.384 -5.763 2.105
O -1.989 -3.020 2.861
H -1.966 -3.555 0.860
H -0.464 -3.181 1.404
H -0.508 -5.344 2.795
H -0.589 -5.656 1.092
H -2.286 -6.715 2.030
H -2.837 -3.449 3.017
C 0.791 0.723 -3.847
C 0.115 -0.217 -2.891
O 0.611 -1.571 -3.127
O 2.040 1.221 -3.383
H 0.121 1.565 -4.012
H 0.921 0.209 -4.806
H -0.962 -0.271 -3.088
H 0.219 0.048 -1.835
H -0.065 -2.181 -2.820
H 2.607 0.461 -3.174
C 3.797 -1.523 5.428
C 4.721 -0.997 6.497
O 3.975 -0.826 7.675
O 4.532 -1.829 4.253
H 2.953 -0.851 5.247
H 3.298 -2.419 5.824
H 5.136 -0.034 6.176
H 5.582 -1.666 6.583
H 4.554 -0.981 8.425
H 4.411 -2.767 4.079
C -0.641 3.474 -1.412
O -1.373 3.280 -2.592
C -1.433 4.406 -3.431
C -2.212 4.100 -4.704
N -1.578 2.984 -5.452
C -2.308 2.697 -6.692
C -3.469 1.712 -6.521
O -2.938 0.393 -6.753
C -3.899 -0.542 -7.201
H 0.442 3.582 -1.556
H -0.763 2.595 -0.776
H -0.967 4.365 -0.859
H -0.470 4.753 -3.832
H -1.922 5.247 -2.920
H -2.088 4.938 -5.398
H -3.271 3.960 -4.441
H -1.853 2.241 -4.804
H -1.685 2.271 -7.478
H -2.707 3.652 -7.053
H -4.247 1.945 -7.256
H -3.848 1.668 -5.494
H -4.267 -1.142 -6.366
H -3.353 -1.249 -7.837
H -4.649 -0.075 -7.839
C -0.310 -0.121 1.540
C 0.929 0.661 1.952
C 1.726 -0.089 3.050
O 1.795 0.857 0.816
H -1.174 0.148 2.157
H -0.130 -1.186 1.648
H -0.693 0.181 0.562
H 0.664 1.657 2.303
H 1.805 0.587 3.908
H 2.751 -0.231 2.713
H 1.235 -0.993 3.404
H 2.087 -0.023 0.541
C -6.268 0.587 -2.176
C -5.001 1.287 -1.728
C -4.007 0.427 -0.959
O -4.358 1.762 -2.924
H -6.834 0.122 -1.374
H -5.999 -0.207 -2.880
H -6.828 1.325 -2.749
H -5.256 2.119 -1.056
H -3.530 -0.321 -1.599
H -4.494 -0.146 -0.159
H -3.236 0.999 -0.441
H -3.523 2.157 -2.639

---

# 2
118
Properties=species:S:1:pos:R:3 method="wB97M-V/def2-TZVPD" multiplicity=1 e_tot_ev=-62773.3559 homo_ev=-8.7 homo_lumo_gap_ev=8.6 smiles=COC[C@H](C)N.COC[C@H](C)N.COC[C@H](C)N.COC[C@H](C)N.OCCO.OCCO.OCCO.OCCO.OCCO relative_energy_ev=13.6074
C 3.136 3.926 -1.037
C 1.906 4.457 -0.337
O 2.190 5.815 -0.126
O 2.831 2.705 -1.253
H 4.064 3.833 -0.529
H 3.235 4.404 -2.012
H 1.737 4.036 0.621
H 0.865 4.369 -0.773
H 3.010 5.840 0.440
H 3.631 2.120 -1.209
C -0.786 1.974 1.406
C -0.447 1.784 -0.123
O -1.128 2.729 -0.896
O -0.403 0.900 1.905
H -1.856 2.056 1.538
H -0.495 2.854 1.933
H -0.723 0.752 -0.471
H 0.564 1.738 -0.237
H -0.527 2.804 -1.631
H -0.080 1.060 2.796
C 0.172 1.687 5.186
C 0.884 0.843 6.129
O -0.026 0.583 7.183
O 1.003 1.989 4.343
H -0.243 2.495 5.793
H -0.750 1.187 4.721
H 1.663 1.385 6.582
H 1.433 -0.013 5.686
H 0.457 0.466 8.025
H 1.586 2.698 4.729
C 0.173 3.580 -5.346
C 0.858 4.052 -3.994
O 0.681 3.073 -2.989
O 0.438 4.447 -6.208
H -0.912 3.310 -5.352
H 0.687 2.726 -5.705
H 0.301 4.907 -3.571
H 1.865 4.300 -4.098
H 1.369 3.148 -2.316
H 0.102 4.125 -6.978
C -1.749 -2.224 5.241
C -2.054 -1.441 3.986
O -3.264 -1.943 3.455
O -0.756 -1.696 5.726
H -1.604 -3.302 4.895
H -2.570 -2.186 5.925
H -1.258 -1.584 3.262
H -2.228 -0.349 4.195
H -3.349 -1.527 2.567
H -1.035 -0.949 6.127
C -1.209 0.007 -5.079
C 0.006 -0.601 -5.722
C 1.223 -0.488 -4.795
O 1.063 -1.051 -3.469
C 0.760 -0.098 -2.498
N -0.202 -1.934 -5.985
H -2.058 -0.068 -5.803
H -1.113 1.062 -4.854
H -1.503 -0.587 -4.273
H 0.230 -0.207 -6.687
H 1.515 0.558 -4.792
H 2.177 -1.007 -5.130
H -0.059 0.585 -2.724
H 1.576 0.524 -2.197
H 0.481 -0.565 -1.556
H 0.706 -2.292 -6.143
H -0.340 -2.486 -5.130
C -2.883 -0.199 -1.367
C -3.643 -0.780 -0.102
C -4.139 -2.222 -0.388
O -4.672 -2.294 -1.655
C -5.267 -3.533 -1.860
N -2.740 -0.945 0.963
H -3.421 -0.217 -2.319
H -1.941 -0.725 -1.680
H -2.858 0.891 -1.299
H -4.548 -0.189 0.142
H -4.918 -2.395 0.427
H -3.306 -2.936 -0.350
H -6.005 -3.875 -1.081
H -4.547 -4.269 -2.001
H -5.847 -3.554 -2.784
H -2.376 -0.037 1.253
H -1.904 -1.260 0.544
C 2.690 1.113 1.656
C 3.062 0.024 2.645
C 3.815 0.469 3.983
O 5.136 0.683 3.619
C 6.004 0.538 4.659
N 1.863 -0.669 3.169
H 3.538 1.632 1.294
H 1.930 1.857 1.946
H 2.255 0.710 0.722
H 3.730 -0.751 2.195
H 3.791 -0.385 4.674
H 3.298 1.295 4.504
H 5.867 1.064 5.540
H 6.994 0.659 4.325
H 5.941 -0.503 4.843
H 1.355 0.109 3.533
H 1.239 -1.065 2.405
C -1.913 -5.343 -2.535
C -1.518 -3.873 -2.159
C -0.773 -3.764 -0.761
O -0.393 -2.410 -0.653
C 0.262 -2.328 0.636
N -0.580 -3.527 -3.138
H -2.515 -5.719 -1.755
H -0.935 -5.928 -2.686
H -2.487 -5.340 -3.447
H -2.286 -3.182 -2.350
H 0.003 -4.531 -0.774
H -1.510 -4.071 0.003
H 1.305 -2.644 0.668
H -0.282 -2.827 1.468
H 0.231 -1.301 0.918
H -0.191 -2.648 -2.867
H 0.238 -4.099 -3.090